Here is a structure of composition H4S2 at a distorted geometry from OMol25. Energies are from wB97M-V/def2-TZVPD.

Geometry (Å):
S (-1.31, -0.68, 1.01)
H (-1.98, -0.96, -0.13)
H (-0.21, -0.31, 0.33)
S (1.01, 0.66, 0.20)
H (0.33, 0.38, -0.93)
H (2.15, 0.91, -0.48)

Properties
- LUMO energy: 0.6 eV
- HOMO energy: -9.338 eV
- Molar mass: 68.166 g mol⁻¹
- E: -798.69029 Eh
- 2S+1: 1
- Frontier orbital gap: 9.9 eV